[1]
80
Properties=species:S:1:pos:R:3:forces:R:3 method="wB97M-V/def2-TZVPD" charge=-2 homo_lumo_gap_ha="0.1648 / 0.1717" s_squared=0.76 largest_force_ev_per_a=1.307 multiplicity=2
Ir 1.269287 -1.098233 0.240194 -0.45 -0.97 -0.75
S 4.794166 -1.958686 3.285486 0.05 -0.14 0.11
Sb 3.361688 -0.236526 2.855493 0.29 -0.26 -0.74
S 1.169902 -1.369295 2.449400 0.25 0.40 0.91
S 2.998611 0.325441 0.555540 0.25 0.38 -0.09
S 4.040020 1.700861 3.861283 -0.42 0.14 0.36
C -2.617201 -1.523072 -1.322755 -0.01 0.03 -0.05
N -1.734668 -1.982854 -2.373248 0.01 -0.05 0.10
C -1.940529 -3.066384 -3.194390 0.00 0.03 -0.04
C -0.832819 -3.173852 -3.964163 0.01 -0.01 0.03
N 0.040553 -2.168562 -3.620546 0.08 -0.05 0.05
B 1.344787 -1.944567 -4.476086 -0.07 0.05 0.08
N 2.446500 -1.137183 -3.755920 0.11 -0.03 -0.05
C 3.108127 -0.082132 -4.347003 -0.01 -0.03 -0.02
C 4.230854 0.171181 -3.639461 0.00 -0.02 0.00
N 4.254499 -0.733604 -2.599660 0.01 0.05 0.04
C 5.338606 -0.940143 -1.656190 -0.05 0.03 0.06
C 3.148108 -1.513194 -2.663348 0.00 -0.06 -0.03
S 2.761347 -2.702724 -1.521944 -0.05 -0.04 0.07
C -0.506981 -1.449708 -2.623748 -0.07 0.17 -0.13
S 0.084358 -0.083989 -1.779538 0.31 0.07 0.10
H -3.365203 -2.294620 -1.141078 0.00 0.00 -0.01
H -3.103434 -0.587673 -1.607336 0.00 0.00 0.00
H -2.033563 -1.358471 -0.421081 0.01 -0.02 0.01
H -2.843275 -3.650425 -3.160436 0.02 -0.02 0.03
H -0.583559 -3.884101 -4.732663 0.00 0.01 0.00
H 1.755277 -3.057402 -4.750492 -0.03 0.02 -0.03
H 1.044736 -1.318498 -5.479123 -0.01 -0.01 0.02
H 2.712373 0.400662 -5.221918 -0.01 0.00 0.01
H 4.986637 0.927823 -3.751436 0.01 -0.01 -0.01
H 6.073071 -0.149969 -1.804645 0.00 0.00 0.00
H 5.792163 -1.917637 -1.827661 0.03 0.01 -0.02
H 4.953819 -0.896026 -0.638181 -0.02 0.00 0.00
O 0.287307 1.777428 0.699930 -0.07 0.35 -0.15
P -0.901561 2.452178 1.241250 -0.07 -0.18 0.13
C -1.595547 1.644141 2.697567 0.02 -0.10 0.03
C -1.568289 2.207030 3.967909 -0.10 0.05 -0.02
C -1.967236 1.461401 5.069838 -0.01 0.02 -0.01
C -2.387211 0.150835 4.903092 0.01 -0.01 -0.01
C -2.409883 -0.419635 3.636708 -0.02 0.00 0.01
C -2.003813 0.318755 2.539218 0.02 0.03 0.00
C -0.542755 4.167640 1.699981 -0.04 0.02 -0.19
C -1.518951 5.124997 1.963580 0.01 0.01 0.02
C -1.149978 6.433867 2.232376 0.01 -0.02 0.01
C 0.196420 6.784545 2.231841 -0.02 0.03 0.00
C 1.168482 5.834478 1.958047 0.00 -0.05 0.01
C 0.803207 4.521382 1.684107 0.03 0.00 0.11
C -2.260599 2.537547 0.034563 -0.04 0.23 0.07
C -1.907722 2.941024 -1.253086 0.01 -0.08 -0.03
C -2.862591 2.995422 -2.254463 0.01 0.00 0.01
C -4.178522 2.642982 -1.979849 -0.02 0.02 0.00
C -4.541095 2.258528 -0.697726 0.02 -0.02 0.00
C -3.584015 2.214327 0.310178 -0.02 0.02 0.00
H -1.227082 3.226488 4.099345 0.05 -0.02 0.02
H -1.932421 1.900122 6.059218 0.03 0.00 0.00
H -2.665777 -0.440454 5.767192 -0.03 0.01 -0.01
H -2.708336 -1.452430 3.508633 0.03 -0.01 0.00
H -1.961927 -0.137849 1.556822 0.06 -0.02 0.02
H -2.567423 4.845778 1.947327 0.00 0.01 0.00
H -1.907035 7.181985 2.435076 0.00 0.00 0.01
H 0.485152 7.807463 2.444085 0.00 0.00 0.00
H 2.216001 6.106996 1.959207 0.00 0.00 0.01
H 1.544725 3.758206 1.466336 -0.01 0.00 0.02
H -0.872591 3.179149 -1.467188 0.01 -0.07 -0.02
H -2.576305 3.291681 -3.255635 0.01 -0.02 0.00
H -4.920889 2.663663 -2.769098 0.00 0.01 0.00
H -5.565524 1.978953 -0.482354 0.00 0.02 0.01
H -3.868634 1.918573 1.312558 0.01 -0.04 -0.01
O -0.307885 -2.827532 0.034776 -0.21 0.14 0.02
N 0.202687 -3.966789 0.415945 0.15 0.08 -0.03
C 0.731453 -4.790557 -0.510577 0.00 -0.05 -0.02
C 1.324083 -5.974929 -0.132020 -0.08 -0.01 -0.03
C 1.363783 -6.329495 1.207975 0.08 0.01 0.00
C 0.808310 -5.469397 2.138508 -0.08 0.02 0.00
C 0.224940 -4.289810 1.723781 0.06 -0.05 0.03
H 0.690945 -4.411027 -1.519808 -0.02 0.00 0.01
H 1.768069 -6.594451 -0.898089 0.00 0.00 0.00
H 1.844617 -7.246059 1.522705 0.00 0.00 0.00
H 0.839538 -5.683081 3.197212 0.01 0.01 0.00
H -0.186380 -3.540507 2.379661 -0.02 -0.01 0.00


[2]
75
Properties=species:S:1:pos:R:3:forces:R:3 method="wB97M-V/def2-TZVPD" charge=0 homo_lumo_gap_ha="0.2341 / 0.2325" s_squared=8.77 largest_force_ev_per_a=4.387 multiplicity=6
Sm 6.733692 -14.087971 11.419410 -0.96 2.19 -3.68
C 8.349278 -14.356048 14.157619 -0.40 0.11 0.59
C 8.094279 -12.841676 14.302522 -0.14 0.40 -0.38
N 7.804085 -12.182631 12.977280 0.15 0.07 0.54
C 7.012439 -10.932869 13.069914 0.87 0.56 -0.60
C 5.545240 -11.162088 13.123772 -1.37 -0.45 0.54
C 4.720720 -10.183801 13.705277 -0.07 -0.42 -0.25
C 3.395313 -10.520467 13.977219 0.25 0.08 -0.14
C 2.941438 -11.793575 13.649466 -0.07 -0.27 -0.22
C 3.785642 -12.692190 13.000919 1.03 0.91 0.42
C 3.333511 -14.099476 12.704894 -0.20 0.00 -0.61
N 4.432682 -15.011179 12.299240 -0.67 -0.85 0.22
C 4.870493 -15.940008 13.393267 -0.36 0.67 0.40
C 5.940257 -15.292167 14.313523 1.07 -0.14 -0.63
N 7.230204 -15.105392 13.524467 -0.46 -0.46 1.29
N 5.064060 -12.358562 12.716852 0.11 -0.04 1.03
H 8.592489 -14.781884 15.154239 -0.08 0.26 -0.38
H 9.235581 -14.480655 13.526766 -0.11 -0.14 -0.05
H 9.015748 -12.401994 14.691775 0.01 -0.10 0.25
H 7.305261 -12.592860 15.037496 0.14 -0.26 -0.50
H 8.708348 -11.921069 12.566402 -0.48 -0.40 -0.03
H 7.208712 -10.297971 12.174311 0.05 -0.63 0.31
H 7.311777 -10.298678 13.933859 -0.13 -0.43 -0.29
H 5.130574 -9.195424 13.941420 -0.18 -0.48 0.05
H 2.735939 -9.814221 14.483443 0.17 -0.17 -0.20
H 1.935779 -12.127033 13.890191 0.07 0.20 0.05
H 2.530326 -14.006328 11.934735 0.75 -0.42 0.23
H 2.840272 -14.501795 13.595344 -0.06 0.07 0.03
H 4.124524 -15.592052 11.494590 0.32 0.65 0.65
H 5.269559 -16.833509 12.918597 0.18 -0.12 -0.05
H 4.007192 -16.266862 14.019016 0.47 0.21 -0.32
H 6.159543 -15.908825 15.199655 -0.31 0.06 -0.22
H 5.633154 -14.302996 14.652332 -0.17 -0.02 -0.01
H 7.574644 -16.032537 13.271588 0.00 0.12 0.05
O 8.721665 -13.539621 10.484114 0.49 0.48 0.56
C 9.908199 -13.913102 10.853164 0.38 -0.59 -0.17
C 10.945659 -12.979393 11.188562 -0.29 -0.37 0.20
C 12.127105 -13.414139 11.765357 -0.35 -0.28 -0.12
C 12.446281 -14.777550 11.861525 0.32 -0.07 -0.03
C 11.531420 -15.708828 11.428231 -0.67 -0.05 -0.35
C 10.232876 -15.318225 10.969872 1.55 0.63 1.12
C 9.268431 -16.341537 10.781462 -2.56 -0.25 -0.41
N 7.980978 -16.072796 10.676575 2.33 0.66 0.09
N 7.195544 -17.091874 10.319855 -1.32 -1.07 -0.08
C 6.001507 -16.695410 9.877644 1.15 0.20 0.15
O 5.616902 -15.488618 9.704284 0.16 -0.15 0.77
C 5.080251 -17.825851 9.687692 -0.92 -0.63 -0.37
C 3.689079 -17.625733 9.658358 0.12 -0.45 0.26
C 2.853858 -18.739600 9.781062 -0.04 0.20 0.21
C 3.346918 -20.036280 9.949730 -0.90 0.36 0.25
C 4.710084 -20.230534 9.847904 0.46 -0.14 -0.39
C 5.565258 -19.144399 9.659531 -0.17 -0.22 0.08
H 10.777257 -11.911661 11.037363 -0.16 -0.27 0.09
H 12.803751 -12.695117 12.190384 0.32 0.29 -0.18
H 13.424096 -15.100904 12.233041 -0.42 0.20 -0.07
H 11.792336 -16.780065 11.443070 -0.26 0.55 0.07
H 9.519083 -17.409167 10.726193 0.31 0.34 -0.22
H 3.222488 -16.630734 9.598290 0.55 -0.41 -0.04
H 1.791720 -18.548739 9.804239 -0.19 -0.16 0.01
H 2.641883 -20.851792 10.202573 0.60 0.48 -0.43
H 5.108860 -21.245681 9.869626 0.01 0.30 0.06
H 6.626315 -19.321118 9.500708 -0.22 0.16 0.31
O 5.329220 -12.229465 8.288271 -0.59 1.81 -0.34
B 5.633616 -11.951964 9.662858 0.07 -0.46 -0.12
O 5.316228 -10.577699 9.900757 -0.50 0.68 -1.35
C 4.827134 -10.017149 8.684464 0.59 -1.40 0.80
C 4.392073 -8.735982 8.432116 -0.17 -0.33 -0.88
C 3.911448 -8.514642 7.128181 -0.12 0.19 -0.12
C 3.920730 -9.515753 6.156610 -0.36 -0.41 -0.96
C 4.389470 -10.839037 6.380600 0.13 1.19 1.60
C 4.830055 -11.029202 7.704429 0.41 -1.25 0.22
H 4.404251 -7.924027 9.135768 0.03 -0.03 0.38
H 3.491334 -7.527088 6.867390 0.37 -0.63 0.15
H 3.501322 -9.270096 5.157120 0.40 -0.18 0.77
H 4.398423 -11.614577 5.610372 0.01 0.31 0.43